#w
DFT (ωB97M-V/def2-TZVPD) results for a 2-piece molecular cluster, H4O2 overall.

Structure (ORCA input):
```
! wB97M-V def2-TZVPD RIJCOSX def2/J DEFGRID3
* xyz 0 1
O -0.19 0.96 -1.20
O 0.29 -0.96 1.02
H -1.10 1.25 -1.24
H 0.72 -0.24 1.50
H -0.07 0.23 -0.54
H -0.34 -1.26 1.70
*
```

## Properties
* LUMO energy: 0.651 eV
* HOMO-LUMO gap: 11.61 eV
* structure (SMILES): O.O
* M: 36.03 Da

natural (NBO) charges in e: -0.977, -0.941, 0.468, 0.475, 0.497, 0.477

=====

#x
DFT (ωB97M-V/def2-TZVPD) results for a 2-piece molecular cluster, H4O2 overall.

Structure (ORCA input):
```
! wB97M-V def2-TZVPD RIJCOSX def2/J DEFGRID3
* xyz 0 1
O 0.09 -0.72 -0.98
O -0.48 0.95 1.25
H -0.19 -0.14 -1.66
H 0.96 -1.03 -1.26
H -0.07 0.51 0.52
H -0.31 0.43 2.12
*
```

## Properties
* LUMO energy: 0.706 eV
* HOMO-LUMO gap: 11.53 eV
* structure (SMILES): O.O
* M: 36.03 Da

natural (NBO) charges in e: -0.941, -0.971, 0.476, 0.477, 0.488, 0.471

=====

It is #x that is the least stable of them.

=====

#w
DFT (ωB97M-V/def2-TZVPD) results for C5H11NO2 as an isolated structure.

Structure (ORCA input):
```
! wB97M-V def2-TZVPD RIJCOSX def2/J DEFGRID3
* xyz 0 1
O 0.88 2.23 -1.04
O 0.12 1.60 1.01
N -1.18 1.18 -0.91
C 0.49 0.18 1.02
C -0.08 1.59 -0.32
C -0.52 -0.56 1.86
C -0.38 -1.35 -1.25
C 0.79 -1.03 -0.51
H -0.29 -1.33 -2.34
H -0.66 -0.06 2.81
H 1.53 2.59 -0.43
H -0.18 -1.58 2.06
H 1.57 -0.49 -1.04
H -1.22 1.53 -1.87
H -1.05 -0.12 -1.11
H -1.48 -0.61 1.35
H 1.18 -1.79 0.17
H -1.01 -2.14 -0.86
H 1.50 0.16 1.41
*
```

## Properties
* LUMO energy: 0.615 eV
* HOMO-LUMO gap: 8.57 eV
* M: 117.15 Da

natural (NBO) charges in e: -0.682, -0.527, -0.795, 0.036, 0.823, -0.656, -0.754, -0.320, 0.220, 0.216, 0.496, 0.213, 0.202, 0.382, 0.329, 0.228, 0.203, 0.209, 0.177

=====

#x
DFT (ωB97M-V/def2-TZVPD) results for a 2-piece molecular cluster, C5H11NO2 overall.

Structure (ORCA input):
```
! wB97M-V def2-TZVPD RIJCOSX def2/J DEFGRID3
* xyz 0 1
O -0.93 -0.79 -1.10
O 1.66 0.44 1.09
N 1.53 2.80 -1.91
C -0.34 -0.75 0.19
C -1.29 -0.02 1.14
C 0.69 2.51 -0.98
C 1.09 0.01 0.10
C -0.03 -2.16 0.69
H -1.60 0.94 0.71
H -0.83 0.16 2.11
H 0.54 -2.14 1.62
H 0.61 3.11 -0.07
H 1.64 -0.30 -0.81
H -1.56 -1.53 -1.15
H -2.20 -0.61 1.30
H -0.95 -2.72 0.86
H 1.36 2.24 -2.75
H 0.04 1.52 -1.01
H 0.56 -2.71 -0.05
*
```

## Properties
* LUMO energy: 0.574 eV
* HOMO-LUMO gap: 10.47 eV
* structure (SMILES): CC(C)(O)C=O.C=N
* M: 117.15 Da

natural (NBO) charges in e: -0.731, -0.524, -0.597, 0.152, -0.636, -0.040, 0.413, -0.637, 0.219, 0.230, 0.235, 0.176, 0.136, 0.477, 0.209, 0.214, 0.336, 0.148, 0.221

=====

It is #w that is the least stable of them.

=====

#w
DFT (ωB97M-V/def2-TZVPD) results for the molecule C5H11NO2.

Structure (ORCA input):
```
! wB97M-V def2-TZVPD RIJCOSX def2/J DEFGRID3
* xyz 0 1
O 0.64 1.20 1.57
O 2.35 1.43 -0.12
N 0.61 0.09 -0.43
C -1.38 -1.14 -1.05
C -0.49 -1.69 1.25
C -2.11 -0.02 -1.69
C -0.53 -0.66 0.16
C 1.23 0.99 0.49
H -1.45 0.53 -2.45
H 0.20 -1.32 2.17
H -1.49 -1.66 1.68
H -2.88 -0.50 -2.28
H -1.22 0.10 0.57
H -2.05 -1.99 -0.69
H -0.71 -1.66 -1.78
H 1.20 -0.32 -1.16
H -0.22 -2.70 1.41
H 2.56 2.29 0.10
H -2.50 0.76 -1.14
*
```

## Properties
* LUMO energy: 0.681 eV
* HOMO-LUMO gap: 10.43 eV
* structure (SMILES): CC[C@@H](C)NC(=O)O
* M: 117.15 Da

natural (NBO) charges in e: -0.628, -0.683, -0.658, -0.392, -0.657, -0.615, -0.051, 0.886, 0.204, 0.219, 0.217, 0.211, 0.213, 0.203, 0.194, 0.400, 0.229, 0.495, 0.211

=====

#x
DFT (ωB97M-V/def2-TZVPD) results for C5H11NO2 as an isolated structure.

Structure (ORCA input):
```
! wB97M-V def2-TZVPD RIJCOSX def2/J DEFGRID3
* xyz 0 1
O 0.74 -1.26 -0.88
O 1.78 0.98 -1.68
N -1.69 0.56 1.24
C 0.87 -0.92 1.54
C 0.54 -0.55 0.12
C 1.59 1.15 -0.33
C -1.24 0.11 0.16
C -1.94 -0.28 -1.10
H -3.02 -0.12 -1.01
H 0.19 0.70 -0.04
H 1.26 2.16 -0.10
H -1.75 -1.33 -1.33
H 0.29 -1.80 1.83
H -2.71 0.69 1.23
H 0.64 -0.11 2.23
H 1.64 0.01 -1.84
H -1.55 0.30 -1.93
H 2.45 0.88 0.29
H 1.93 -1.17 1.59
*
```

## Properties
* LUMO energy: 0.878 eV
* HOMO-LUMO gap: 9.24 eV
* M: 117.15 Da

natural (NBO) charges in e: -0.711, -0.711, -0.633, -0.682, 0.374, -0.135, 0.236, -0.711, 0.218, 0.329, 0.197, 0.259, 0.240, 0.345, 0.241, 0.497, 0.244, 0.175, 0.228

=====

#y
DFT (ωB97M-V/def2-TZVPD) results for the molecule C5H11NO2.

Structure (ORCA input):
```
! wB97M-V def2-TZVPD RIJCOSX def2/J DEFGRID3
* xyz 0 1
O -1.00 2.12 0.01
O -2.93 -0.91 -0.20
N -1.10 0.76 0.57
C -2.71 0.21 0.04
C -0.05 -1.20 1.16
C 1.32 0.69 0.30
C -0.08 -0.53 -1.38
C 0.05 -0.04 0.13
H -0.23 2.51 0.56
H 0.86 -0.59 -1.78
H -0.55 -0.86 2.05
H -0.65 0.14 -1.91
H 1.39 1.49 -0.35
H -0.52 -1.96 0.70
H 2.19 0.10 0.18
H 0.88 -1.62 1.39
H 1.27 1.18 1.31
H -3.34 1.14 0.03
H -0.36 -1.61 -1.31
*
```

## Properties
* LUMO energy: 0.803 eV
* HOMO-LUMO gap: 9.50 eV
* structure (SMILES): CC(C)(C)N(O)C=O
* M: 117.15 Da

natural (NBO) charges in e: -0.624, -0.487, -0.252, 0.588, -0.605, -0.616, -0.621, 0.095, 0.469, 0.199, 0.226, 0.215, 0.209, 0.209, 0.224, 0.203, 0.197, 0.159, 0.212

=====

#z
DFT (ωB97M-V/def2-TZVPD) results for a 2-piece molecular cluster, C5H11NO2 overall.

Structure (ORCA input):
```
! wB97M-V def2-TZVPD RIJCOSX def2/J DEFGRID3
* xyz 0 1
O 1.20 1.06 0.39
O -1.99 0.60 -0.83
N -2.96 -0.74 0.75
C 0.06 1.51 1.05
C 2.70 -0.75 0.05
C 0.96 -0.25 -1.62
C 1.36 -0.18 -0.34
C -2.29 -0.52 -0.42
H 0.34 2.30 1.76
H 0.06 0.22 -1.96
H -2.77 -0.11 1.52
H 3.47 0.02 0.01
H 1.54 -0.79 -2.35
H -0.51 2.14 0.36
H 3.01 -1.55 -0.62
H -0.43 0.67 1.55
H -3.82 -1.26 0.78
H 2.68 -1.09 1.09
H -2.59 -1.27 -1.18
*
```

## Properties
* LUMO energy: 0.814 eV
* HOMO-LUMO gap: 9.45 eV
* structure (SMILES): C=C(C)OC.NC=O
* M: 117.15 Da

natural (NBO) charges in e: -0.561, -0.585, -0.842, -0.234, -0.656, -0.436, 0.292, 0.515, 0.178, 0.224, 0.394, 0.222, 0.196, 0.191, 0.210, 0.157, 0.403, 0.213, 0.118

=====

It is #x that is the least stable of them.

=====

#w
DFT (ωB97M-V/def2-TZVPD) results for a 2-piece molecular cluster, C5H11NO2 overall.

Structure (ORCA input):
```
! wB97M-V def2-TZVPD RIJCOSX def2/J DEFGRID3
* xyz 0 1
O 0.23 -0.92 -2.37
O 0.32 -0.25 2.53
N 0.18 -1.54 0.48
C 0.70 2.13 -0.45
C -1.20 -1.02 0.32
C -0.28 1.07 -0.63
C -1.16 0.53 0.35
C 1.01 -0.77 1.54
H 0.52 -0.85 -3.30
H -0.61 0.64 1.29
H -0.22 0.53 -1.67
H 0.54 -1.31 -0.45
H 1.04 2.51 -1.37
H -1.81 -1.33 1.18
H 1.59 0.04 0.94
H -2.22 0.94 0.17
H 1.89 -1.46 1.65
H 1.03 2.50 0.46
H -1.54 -1.44 -0.66
*
```

## Properties
* LUMO energy: -4.160 eV
* HOMO-LUMO gap: 4.23 eV
* M: 117.15 Da

natural (NBO) charges in e: -1.072, -0.505, -0.476, -0.319, -0.250, -0.077, -0.544, 0.017, 0.446, 0.285, 0.317, 0.431, 0.206, 0.232, 0.296, 0.288, 0.273, 0.196, 0.256

=====

#x
DFT (ωB97M-V/def2-TZVPD) results for C5H11NO2 as an isolated structure.

Structure (ORCA input):
```
! wB97M-V def2-TZVPD RIJCOSX def2/J DEFGRID3
* xyz 0 1
O 0.62 2.50 0.71
O -0.97 -1.42 -1.08
N -1.12 0.56 0.40
C 0.44 1.39 1.15
C -0.63 -0.84 0.07
C 0.77 -0.74 -0.40
C -1.57 1.35 -0.75
C 1.77 -1.82 -0.20
H 0.93 -0.07 -1.25
H 0.23 1.17 2.21
H 2.78 -1.42 -0.24
H -0.74 -1.43 1.00
H -0.71 1.79 -1.25
H -2.20 2.17 -0.41
H -2.11 0.71 -1.46
H -1.85 0.51 1.10
H 1.67 -2.55 -1.00
H 1.08 0.47 0.66
H 1.62 -2.34 0.75
*
```

## Properties
* LUMO energy: -0.160 eV
* HOMO-LUMO gap: 8.35 eV
* M: 117.15 Da

natural (NBO) charges in e: -0.639, -0.644, -0.532, 0.316, 0.190, 0.079, -0.437, -0.682, 0.228, 0.122, 0.241, 0.143, 0.218, 0.214, 0.227, 0.390, 0.267, 0.079, 0.222

=====

#y
DFT (ωB97M-V/def2-TZVPD) results for a 2-piece molecular cluster, C5H11NO2 overall.

Structure (ORCA input):
```
! wB97M-V def2-TZVPD RIJCOSX def2/J DEFGRID3
* xyz 0 1
O -0.08 -0.59 1.40
O -0.31 1.63 1.44
N -1.12 0.73 -1.22
C -0.22 0.57 2.03
C -0.57 -1.05 -2.74
C 1.32 0.02 -1.33
C -0.28 0.42 3.52
C -0.24 0.04 -1.77
H 1.83 0.32 -2.24
H -1.63 -1.03 -2.95
H -0.81 1.39 -0.49
H 0.00 -0.90 -3.66
H -0.29 -2.02 -2.34
H 1.66 -0.99 -1.10
H 0.08 -0.45 0.38
H -0.01 1.36 4.01
H -1.30 0.15 3.80
H 1.59 0.79 -0.61
H 0.38 -0.37 3.85
*
```

## Properties
* LUMO energy: 0.787 eV
* HOMO-LUMO gap: 10.18 eV
* structure (SMILES): CC(=O)O.CC(C)=N
* M: 117.15 Da

natural (NBO) charges in e: -0.699, -0.628, -0.643, 0.806, -0.676, -0.751, -0.719, 0.309, 0.237, 0.238, 0.383, 0.220, 0.220, 0.225, 0.525, 0.240, 0.245, 0.235, 0.234

=====

#z
DFT (ωB97M-V/def2-TZVPD) results for a 2-piece molecular cluster, C5H11NO2 overall.

Structure (ORCA input):
```
! wB97M-V def2-TZVPD RIJCOSX def2/J DEFGRID3
* xyz 0 1
O -1.62 0.19 -1.07
O 0.22 1.50 -1.19
N -1.27 1.72 0.50
C -0.79 1.16 -0.63
C 1.20 -1.03 0.77
C 2.03 0.13 1.20
C 0.08 -1.42 1.36
C -1.22 -0.47 -2.26
H 2.01 0.89 0.42
H -0.30 -0.92 2.23
H -0.37 -1.12 -2.06
H 3.06 -0.18 1.34
H -2.08 -1.06 -2.58
H -0.94 0.26 -3.02
H 1.65 0.56 2.12
H -0.68 2.35 1.01
H -2.04 1.29 0.97
H -0.49 -2.26 1.01
H 1.56 -1.56 -0.11
*
```

## Properties
* LUMO energy: 0.936 eV
* HOMO-LUMO gap: 10.51 eV
* structure (SMILES): COC(N)=O.C=CC
* M: 117.15 Da

natural (NBO) charges in e: -0.526, -0.653, -0.838, 0.892, -0.158, -0.659, -0.419, -0.254, 0.242, 0.183, 0.186, 0.216, 0.192, 0.199, 0.201, 0.404, 0.402, 0.197, 0.192

=====

It is #w that is the least stable of them.

=====

#w
DFT (ωB97M-V/def2-TZVPD) results for C5H11NO2 as an isolated structure.

Structure (ORCA input):
```
! wB97M-V def2-TZVPD RIJCOSX def2/J DEFGRID3
* xyz 0 1
O -0.82 1.34 -1.51
O -2.11 0.60 0.45
N 0.54 -0.82 -1.36
C 0.22 0.77 0.98
C -0.80 0.59 0.01
C -0.20 -0.74 -0.24
C -0.76 -1.99 0.36
C 1.65 1.17 0.79
H -1.78 -2.21 0.05
H 2.27 0.30 0.52
H 0.63 -1.69 -1.86
H 2.05 1.60 1.70
H -0.77 -1.97 1.45
H -0.09 1.98 -1.54
H 1.80 1.88 -0.03
H -2.57 1.15 -0.20
H 1.12 -0.01 -1.63
H -0.20 -2.89 0.08
H -0.17 0.93 1.98
*
```

## Properties
* LUMO energy: 0.807 eV
* HOMO-LUMO gap: 7.85 eV
* M: 117.15 Da

natural (NBO) charges in e: -0.836, -0.715, -0.813, -0.375, 0.468, 0.245, -0.653, -0.636, 0.232, 0.204, 0.401, 0.230, 0.243, 0.454, 0.193, 0.508, 0.408, 0.213, 0.230

=====

#x
DFT (ωB97M-V/def2-TZVPD) results for a 3-piece molecular cluster, C5H11NO2 overall.

Structure (ORCA input):
```
! wB97M-V def2-TZVPD RIJCOSX def2/J DEFGRID3
* xyz 0 1
O -1.24 -0.15 1.73
O -1.92 1.69 0.57
N 0.16 -2.29 -0.29
C 0.44 -1.47 0.68
C -0.35 -0.17 0.71
C 1.62 -1.41 1.39
C 0.60 0.62 -2.13
C -0.25 1.56 -1.77
H 0.11 2.45 -1.27
H 2.41 -2.17 1.36
H 1.69 -0.63 2.14
H 1.67 0.55 -1.94
H 0.72 -3.14 -0.15
H -0.83 -0.07 -0.25
H -1.77 0.70 1.51
H 0.44 0.60 0.81
H -2.46 2.45 0.84
H -1.30 1.29 -1.66
H 0.28 -0.40 -2.29
*
```

## Properties
* LUMO energy: -4.302 eV
* HOMO-LUMO gap: 4.11 eV
* M: 117.15 Da

natural (NBO) charges in e: -0.627, -1.080, -0.378, 0.105, -0.091, -0.064, -0.438, -0.352, 0.204, 0.208, 0.222, 0.176, 0.325, 0.266, 0.497, 0.169, 0.446, 0.227, 0.183

=====

It is #x that is the least stable of them.